1.
{"formula": "C25H49N3O7S", "method": "ωB97M-V with the def2-TZVPD basis set", "species": ["C", "C", "C", "N", "C", "C", "C", "O", "C", "O", "S", "O", "O", "O", "H", "H", "H", "H", "H", "H", "H", "H", "H", "H", "H", "H", "H", "C", "C", "C", "C", "C", "C", "N", "O", "C", "C", "C", "H", "H", "H", "H", "H", "H", "H", "H", "H", "H", "H", "H", "H", "H", "H", "H", "H", "H", "C", "C", "C", "C", "C", "C", "N", "O", "C", "C", "C", "H", "H", "H", "H", "H", "H", "H", "H", "H", "H", "H", "H", "H", "H", "H", "H", "H", "H"], "positions_angstrom": [[-4.865, 2.274, 2.783], [-3.978, 1.646, 1.752], [-3.617, 2.448, 0.524], [-3.580, 0.446, 1.951], [-2.240, -0.008, 1.853], [-1.219, 0.714, 2.731], [-0.764, 2.100, 2.313], [0.273, 2.579, 3.150], [-2.265, -1.501, 2.333], [-2.176, -2.331, 1.178], [-1.183, -1.579, 0.173], [0.124, -1.797, 0.695], [-1.477, -2.004, -1.139], [-1.706, -0.142, 0.466], [-4.238, 2.425, 3.665], [-5.238, 3.251, 2.484], [-5.697, 1.632, 3.066], [-2.536, 2.501, 0.424], [-3.968, 3.473, 0.619], [-4.032, 1.974, -0.362], [-1.569, 0.717, 3.764], [-0.333, 0.070, 2.713], [-1.578, 2.813, 2.456], [-0.487, 2.139, 1.255], [0.943, 1.890, 3.222], [-1.515, -1.750, 3.084], [-3.228, -1.672, 2.803], [3.876, 5.634, 1.769], [2.349, 5.842, 1.625], [1.715, 4.644, 0.909], [1.930, 4.619, -0.605], [1.556, 5.960, -1.233], [2.282, 7.137, -0.582], [2.062, 7.119, 0.897], [0.882, 7.552, 1.183], [3.777, 7.081, -0.931], [1.772, 8.452, -1.158], [1.790, 5.917, 3.042], [4.416, 6.574, 1.659], [4.115, 5.252, 2.761], [4.277, 4.923, 1.047], [0.637, 4.650, 1.102], [2.096, 3.724, 1.356], [2.965, 4.359, -0.842], [1.315, 3.829, -1.042], [1.780, 5.952, -2.303], [0.476, 6.108, -1.141], [4.323, 7.877, -0.422], [3.897, 7.226, -2.005], [4.252, 6.135, -0.688], [0.695, 8.555, -1.050], [2.010, 8.490, -2.222], [2.249, 9.302, -0.669], [2.174, 6.793, 3.567], [2.093, 5.023, 3.585], [0.704, 5.957, 3.052], [0.389, -8.703, -0.929], [0.447, -8.106, -2.356], [1.546, -7.038, -2.442], [1.175, -5.697, -1.809], [-0.179, -5.205, -2.319], [-1.286, -6.238, -2.130], [-0.886, -7.543, -2.742], [-1.010, -7.499, -4.024], [-1.598, -6.387, -0.632], [-2.580, -5.741, -2.764], [0.805, -9.255, -3.293], [-0.636, -8.926, -0.636], [0.938, -9.643, -0.888], [0.825, -8.044, -0.178], [1.788, -6.866, -3.495], [2.452, -7.436, -1.979], [1.168, -5.776, -0.719], [1.942, -4.959, -2.051], [-0.452, -4.283, -1.807], [-0.082, -4.954, -3.380], [-2.345, -7.166, -0.468], [-2.004, -5.446, -0.260], [-0.730, -6.615, -0.021], [-2.454, -5.505, -3.818], [-2.898, -4.834, -2.250], [-3.370, -6.488, -2.671], [0.019, -10.011, -3.306], [1.727, -9.720, -2.940], [0.973, -8.914, -4.312]], "mulliken_charge": [-1.345, 0.709, -1.018, -0.494, 0.983, -0.955, -0.466, -0.474, -0.729, -0.306, 1.240, -0.645, -0.585, -0.303, 0.291, 0.390, 0.355, 0.193, 0.395, 0.308, 0.231, 0.664, 0.174, 0.278, 0.349, 0.293, 0.453, -1.976, 2.064, -0.932, -0.710, -1.327, 1.627, 0.457, -0.615, -1.745, -1.827, -1.925, 0.351, 0.516, 0.336, 0.283, 0.297, 0.334, 0.379, 0.424, 0.365, 0.355, 0.433, 0.341, 0.379, 0.415, 0.439, 0.481, 0.451, 0.316, -1.844, 1.950, -1.378, -0.432, -0.930, 1.720, 0.439, -0.613, -1.771, -1.767, -1.930, 0.311, 0.493, 0.332, 0.404, 0.348, 0.288, 0.402, -0.013, 0.454, 0.367, 0.369, 0.332, 0.396, 0.345, 0.458, 0.453, 0.474, 0.371], "spin_multiplicity": 3, "s_squared": 2.008, "homo_lumo_gap_ha": [0.29791, 0.33399], "homo_ev": [-8.045, -9.027]}

=====

2.
{"formula": "C25H49O11", "method": "ωB97M-V with the def2-TZVPD basis set", "species": ["O", "C", "O", "O", "H", "C", "C", "O", "C", "H", "H", "H", "H", "H", "H", "C", "C", "O", "C", "H", "H", "H", "H", "H", "H", "C", "C", "O", "C", "H", "H", "H", "H", "H", "H", "C", "C", "O", "C", "H", "H", "H", "H", "H", "H", "C", "C", "O", "C", "H", "H", "H", "H", "H", "H", "C", "C", "O", "C", "H", "H", "H", "H", "H", "H", "C", "C", "O", "C", "H", "H", "H", "H", "H", "H", "C", "C", "O", "C", "H", "H", "H", "H", "H", "H"], "positions_angstrom": [[0.781, 0.163, 0.126], [0.799, 0.220, 1.464], [0.841, -0.885, 2.053], [0.838, 1.322, 2.041], [0.673, -0.788, 0.193], [-4.405, 0.598, -2.182], [-3.394, 0.361, -1.112], [-3.832, 0.159, 0.074], [-1.927, 0.506, -1.498], [-4.587, -0.330, -2.725], [-4.218, 1.388, -2.909], [-5.287, 0.932, -1.635], [-1.828, 1.159, -2.366], [-1.531, -0.457, -1.821], [-1.477, 0.930, -0.601], [-2.395, 3.347, 3.172], [-2.979, 2.001, 3.688], [-3.927, 1.983, 4.492], [-2.419, 0.696, 3.150], [-2.382, 3.455, 2.087], [-1.355, 3.245, 3.483], [-2.918, 4.191, 3.620], [-2.807, -0.219, 3.599], [-1.330, 0.704, 3.139], [-2.676, 0.743, 2.092], [-2.039, -5.221, 4.598], [-1.086, -4.187, 3.996], [0.077, -4.494, 3.699], [-1.655, -2.790, 3.768], [-3.071, -5.105, 4.266], [-1.945, -5.113, 5.679], [-1.698, -6.244, 4.442], [-0.854, -2.053, 3.706], [-2.185, -2.478, 4.668], [-2.313, -2.798, 2.899], [3.833, -2.304, -1.843], [4.575, -1.489, -0.761], [5.656, -0.939, -1.051], [4.051, -1.562, 0.648], [4.016, -3.378, -1.804], [4.217, -1.944, -2.798], [2.771, -2.096, -1.713], [3.172, -2.191, 0.792], [3.806, -0.547, 0.961], [4.827, -1.887, 1.342], [-1.222, 5.807, -1.118], [-0.634, 4.820, -0.147], [-0.213, 5.257, 0.967], [-0.744, 3.337, -0.388], [-0.864, 5.666, -2.137], [-1.045, 6.824, -0.768], [-2.286, 5.574, -1.071], [-0.885, 3.192, -1.459], [-1.602, 2.927, 0.145], [0.074, 2.730, 0.000], [1.184, -0.441, -3.626], [0.029, -0.159, -4.610], [0.101, 0.700, -5.512], [-1.256, -1.035, -4.469], [2.132, 0.039, -3.869], [1.252, -1.512, -3.435], [0.933, -0.041, -2.643], [-2.072, -0.328, -4.320], [-1.279, -1.675, -3.587], [-1.387, -1.612, -5.384], [-1.503, -3.262, 0.253], [-0.125, -3.375, -0.320], [0.074, -3.096, -1.521], [0.985, -3.846, 0.637], [-1.854, -2.251, 0.462], [-1.391, -3.706, 1.242], [-2.275, -3.780, -0.316], [0.751, -4.719, 1.245], [1.210, -3.125, 1.424], [1.915, -4.010, 0.094], [5.088, 3.711, -1.695], [3.774, 3.280, -1.126], [2.901, 4.088, -0.852], [3.470, 1.812, -0.974], [5.277, 3.165, -2.619], [5.928, 3.404, -1.071], [5.135, 4.793, -1.821], [2.717, 1.613, -0.212], [4.332, 1.220, -0.665], [2.967, 1.411, -1.854]], "mulliken_charge": [0.763, 0.526, -0.726, -0.763, -0.483, -1.602, 0.245, -0.853, 1.442, 0.089, 0.383, 0.503, 0.224, -0.654, -0.773, -0.819, 0.569, -0.669, 0.021, -0.019, 0.331, 0.352, 0.093, 0.160, -0.060, -1.402, 0.807, -0.588, -0.910, 0.324, 0.358, 0.383, 0.208, 0.571, 0.321, -0.753, 0.800, -0.658, -0.393, 0.382, 0.346, -0.124, -0.199, 0.181, 0.468, -1.438, 0.767, -0.657, -0.064, 0.357, 0.381, 0.300, 0.159, 0.086, 0.029, -0.088, 0.321, -0.554, -0.678, 0.437, 0.276, -0.334, 0.072, 0.066, 0.487, -0.251, 0.625, -0.607, -1.038, 0.007, -0.227, 0.393, 0.488, 0.161, 0.288, -1.298, 0.504, -0.518, -0.009, 0.326, 0.319, 0.351, -0.157, 0.300, 0.018], "spin_multiplicity": 2, "s_squared": 0.753, "homo_lumo_gap_ha": [0.06638, 0.22744], "homo_ev": [2.404, -1.999], "total_charge": -2}

=====

Calculated total energy (Ha), listed in the same order as above: -2070.92815 -1809.55265